1.
Here is a molecular structure, C23H37Al2Br4ClF9KN7O9S3 in a non-equilibrium geometry from the OMol25 dataset. Energies are from ωB97M-V/def2-TZVPD.

The geometry in XYZ format:
```
96
Properties=species:S:1:pos:R:3:mulliken_charge:R:1
N 0.610 9.458 -1.023 -0.76
C -0.519 8.858 -1.849 -0.48
C -0.008 7.684 -2.906 -0.30
C -0.997 6.342 -2.803 -0.45
C -0.358 5.403 -1.619 -0.68
C -1.388 4.213 -1.079 -0.28
C -0.459 3.097 -0.336 0.27
N 0.863 3.600 0.247 -0.46
C 1.362 2.294 0.825 -0.58
N 2.581 2.331 1.433 0.20
C 3.358 1.202 2.053 -0.99
C 4.974 1.618 1.946 0.36
C 5.998 1.684 3.224 -0.56
C 7.586 2.072 2.869 -0.46
C 8.104 2.367 1.306 -0.37
C 7.062 2.340 0.022 0.01
C 5.486 1.951 0.390 -0.33
N 0.481 1.087 0.677 0.68
C 0.558 -0.347 1.117 -0.17
C 1.298 -1.189 -0.098 0.10
F 1.111 -2.653 0.203 -0.26
N -0.598 1.619 -0.066 -0.03
S -2.032 0.896 -0.716 0.81
O -2.123 -0.644 -0.637 -0.45
O -2.043 1.235 -2.259 -0.54
C -3.654 1.576 -0.043 0.71
F -4.241 2.493 -1.086 -0.19
F -3.547 2.229 1.283 -0.19
F -4.612 0.411 0.024 -0.17
H 1.061 8.736 -0.401 0.22
H 0.190 10.189 -0.378 0.27
H -1.278 8.377 -1.067 0.28
H -1.036 9.750 -2.420 0.39
H 0.110 8.072 -4.009 0.23
H 1.054 7.337 -2.490 0.30
H -2.102 6.679 -2.508 0.16
H -1.102 5.800 -3.844 0.52
H 0.661 4.942 -2.038 0.29
H -0.106 6.135 -0.711 0.06
H -2.090 4.754 -0.283 0.30
H -2.097 3.817 -1.919 0.43
H 3.049 3.288 1.470 0.43
H 3.271 0.167 1.513 0.26
H 3.144 1.020 3.196 0.56
H 5.645 1.467 4.324 0.18
H 8.434 2.123 3.706 0.29
H 9.243 2.610 1.049 0.25
H 7.405 2.554 -1.100 0.03
H 4.725 1.912 -0.503 0.20
H -0.517 -0.784 1.398 0.51
H 1.210 -0.545 2.087 -0.41
H 0.909 -0.900 -1.172 0.23
H 2.472 -1.029 -0.127 0.15
Br -3.040 8.189 -2.608 -0.13
K 2.790 -0.177 4.143 0.94
F -0.125 -4.281 -0.712 -0.63
Al 7.729 1.094 -1.979 0.32
C 0.103 -6.624 -4.100 0.61
O 0.877 -7.231 -4.823 -0.73
N -1.219 -6.557 -4.342 -0.22
N 0.503 -5.966 -2.996 -0.24
H -1.872 -6.062 -3.758 0.19
H -1.561 -7.039 -5.163 0.16
H 1.490 -5.991 -2.778 0.16
H -0.120 -5.460 -2.389 0.22
F -5.633 -6.306 -7.921 -0.48
Al -5.126 -6.519 -6.206 0.87
F -5.228 -4.938 -5.350 -0.47
F -3.430 -7.123 -6.152 -0.46
F -6.214 -7.708 -5.402 -0.48
O -0.095 -2.537 8.416 -0.58
S 1.304 -2.149 8.669 1.22
O 1.341 -0.797 9.257 -0.62
O 2.052 -2.152 7.398 -0.62
O 1.920 -3.108 9.604 -0.61
Cl -3.287 6.650 -4.739 -0.18
C -2.781 -8.200 0.168 -0.65
C -3.624 -7.724 1.350 -0.66
C -3.381 -6.225 1.513 -0.62
S -2.960 -5.608 -0.110 1.12
O -1.587 -5.148 -0.087 -0.46
O -4.046 -4.784 -0.604 -0.73
C -3.014 -7.184 -0.940 -0.52
H -3.057 -9.210 -0.148 0.38
H -1.721 -8.211 0.450 0.29
H -4.685 -7.905 1.137 0.29
H -3.376 -8.266 2.268 0.32
H -4.274 -5.710 1.877 0.32
H -2.538 -6.026 2.180 0.35
H -2.254 -7.220 -1.723 0.17
H -4.010 -7.299 -1.377 0.37
C -0.704 3.609 4.606 -0.36
Br -0.916 1.805 5.301 -0.02
Br 0.218 4.768 5.868 -0.01
Br 0.152 3.616 2.859 0.30
H -1.710 4.020 4.470 0.36
```

Properties
- E_tot: -15892.41447 hartree
- Gap between HOMO and LUMO: 1.1 eV
- Multiplicity: 1
- E_HOMO: -4.442 eV
- Strongest force on any atom: 0.21315 Eh/bohr
- Charge: -1

***

2.
Here is a molecular structure, C23H37AsF6N6O2PdS3 in a non-equilibrium geometry from the OMol25 dataset. Energies are from ωB97M-V/def2-TZVPD.

The geometry in XYZ format:
```
79
Properties=species:S:1:pos:R:3:lowdin_spin:R:1
Pd -1.534 0.984 -0.894 0.71
N -0.303 -4.525 -3.714 0.00
C -0.795 -3.289 -3.880 0.00
C -0.480 -2.517 -5.049 0.00
C -0.678 -1.158 -5.099 0.00
C -1.293 -0.543 -3.993 0.00
C -1.676 -1.251 -2.836 0.02
C -1.549 -2.626 -2.865 0.00
S -1.364 1.196 -4.076 0.00
O -0.009 1.695 -3.936 0.00
O -2.123 1.581 -5.228 0.00
N -2.112 1.723 -2.673 0.05
C -3.367 2.158 -2.644 0.02
S -4.594 2.122 -4.062 0.00
C -5.677 2.838 -2.990 0.00
C -5.124 3.173 -1.786 0.00
N -3.899 2.725 -1.574 0.01
H 0.053 -4.938 -4.623 0.00
H -0.265 -5.011 -2.809 0.00
H -0.039 -3.058 -5.866 0.00
H -0.304 -0.528 -5.946 0.00
H -2.288 -0.712 -2.085 0.02
H -1.918 -3.188 -2.018 0.00
H -6.656 3.175 -3.265 0.00
H -5.654 3.615 -1.014 0.00
C -3.162 0.157 4.013 0.00
C -2.255 -0.809 3.313 0.00
C -2.893 -2.186 3.126 0.00
C -0.832 -1.001 3.942 0.00
C -1.939 -0.403 1.958 0.00
N -1.647 0.127 0.939 0.04
H -2.990 0.132 5.117 0.00
H -4.284 0.081 3.738 0.00
H -2.882 1.189 3.668 0.00
H -2.943 -2.766 4.029 0.00
H -2.441 -2.750 2.323 0.00
H -3.978 -2.071 2.691 0.00
H -0.805 -1.517 4.913 0.00
H -0.338 -0.028 4.065 0.00
H -0.243 -1.683 3.313 0.00
C 3.907 5.060 2.937 0.00
C 3.244 3.781 3.158 0.00
C 1.910 3.648 2.412 0.00
C 1.061 2.531 2.893 0.00
N 1.307 1.263 2.245 0.01
C 1.145 0.966 0.916 0.02
S 0.594 2.101 -0.293 0.06
N 1.422 -0.312 0.645 0.01
C 1.555 -0.861 -0.709 0.00
C 2.717 -0.195 -1.410 0.00
C 3.978 -0.336 -0.544 0.00
C 5.234 0.134 -1.346 0.00
H 4.897 5.100 3.385 0.00
H 3.393 5.930 3.323 0.00
H 4.119 5.288 1.894 0.00
H 3.137 3.578 4.211 0.00
H 3.998 3.017 2.766 0.00
H 1.996 3.694 1.295 0.00
H 1.278 4.570 2.587 0.00
H -0.026 2.767 2.723 0.00
H 1.294 2.311 3.978 0.00
H 1.691 0.441 2.826 0.00
H 1.639 -1.003 1.350 0.00
H 0.601 -0.682 -1.261 0.00
H 1.737 -1.931 -0.529 0.00
H 2.473 0.859 -1.497 0.00
H 2.952 -0.543 -2.403 0.00
H 4.153 -1.371 -0.233 0.00
H 3.892 0.246 0.392 0.00
H 5.327 -0.635 -2.127 0.00
H 6.163 0.160 -0.749 0.00
H 5.037 1.125 -1.832 0.00
F 0.637 -3.494 1.798 0.00
As -0.094 -4.420 0.433 0.00
F 0.303 -6.014 1.095 0.00
F 1.524 -4.464 -0.389 0.00
F -0.374 -2.930 -0.487 0.00
F -0.944 -5.265 -0.948 0.00
F -1.596 -4.226 1.275 0.00
```

Properties
- E_tot: -5535.21112 hartree
- Energy relative to the best compared isomer or geometry (same formula, charge and spin): 12.3 kJ/mol
- Gap between HOMO and LUMO (spin up / spin down): 6.6 / 6.6 eV
- Multiplicity: 2
- E_HOMO (spin up / spin down): -4.498 / -4.464 eV
- <S²>: 0.75
- Strongest force on any atom: 0.10940 Eh/bohr
- Charge: -1

***

3.
Here is a molecular structure, C23H37CaF5N5O3SSeSi2Te from the OMol25 dataset. Energies are from ωB97M-V/def2-TZVPD.

The geometry in XYZ format:
```
79
Properties=species:S:1:pos:R:3:mulliken_charge:R:1
Ca -1.179 0.608 -1.787 1.03
N -2.138 3.313 -4.177 -0.39
N -1.399 4.213 -3.407 -0.18
C -0.322 3.810 -2.732 0.90
N 0.340 4.664 -1.957 -0.36
N 0.021 2.505 -2.835 -0.32
N 1.171 2.200 -2.258 -0.22
O 1.369 0.988 -2.297 -0.38
O 0.007 1.778 0.033 -0.89
H -2.338 3.725 -5.077 0.26
H -2.985 3.021 -3.692 0.16
H -1.796 5.113 -3.170 0.20
H 0.234 5.661 -2.042 0.24
H 1.135 4.299 -1.456 0.21
F -4.418 -3.083 -6.662 -0.29
C -4.318 -2.187 -5.688 0.77
C -5.331 -1.267 -5.470 0.08
F -6.409 -1.283 -6.245 -0.27
C -5.219 -0.338 -4.447 0.37
F -6.223 0.521 -4.282 -0.32
C -4.113 -0.282 -3.607 -0.01
Se -4.024 0.986 -2.166 -0.46
C -3.129 -1.217 -3.869 0.25
F -1.985 -1.259 -3.099 -0.20
C -3.200 -2.159 -4.874 -0.36
F -2.208 -3.032 -5.056 -0.29
C 0.348 3.778 2.729 -0.88
Si -0.616 2.225 3.147 0.27
C -0.934 2.149 4.995 -1.13
C -2.251 2.148 2.235 -0.69
C 0.469 0.695 2.797 -0.53
Te 1.112 0.518 0.805 0.70
C 2.916 1.595 1.097 -0.61
Si 4.364 0.410 1.422 0.11
C 5.845 1.393 1.992 -1.03
C 3.833 -0.812 2.745 -0.90
C 4.699 -0.485 -0.189 -0.95
H -0.252 4.663 2.951 0.38
H 0.602 3.797 1.668 0.11
H 1.267 3.852 3.316 0.32
H -1.461 3.046 5.328 0.33
H -0.013 2.073 5.577 0.33
H -1.560 1.290 5.247 0.31
H -3.042 2.574 2.855 0.48
H -2.529 1.122 1.989 0.10
H -2.198 2.697 1.295 0.12
H -0.074 -0.218 3.052 0.41
H 1.371 0.721 3.413 0.33
H 2.737 2.303 1.908 0.35
H 3.064 2.151 0.168 0.35
H 5.647 1.874 2.952 0.32
H 6.092 2.175 1.270 0.33
H 6.730 0.766 2.113 0.33
H 3.666 -0.314 3.703 0.33
H 4.610 -1.565 2.897 0.40
H 2.918 -1.361 2.499 0.20
H 5.043 0.212 -0.956 0.31
H 3.806 -0.979 -0.581 0.28
H 5.467 -1.250 -0.065 0.36
C 2.509 -5.651 1.446 -1.60
C 1.361 -4.699 1.274 0.93
C 0.571 -4.341 2.363 -0.71
C -0.500 -3.473 2.211 -0.47
C -0.791 -2.965 0.952 0.65
C -0.014 -3.307 -0.147 -0.39
C 1.054 -4.167 0.020 -1.02
S -2.094 -1.774 0.840 0.22
C -3.181 -2.548 -0.353 -1.02
O -1.477 -0.579 0.127 0.03
H 3.043 -5.457 2.375 0.39
H 3.213 -5.579 0.619 0.37
H 2.146 -6.680 1.485 0.34
H 0.799 -4.738 3.344 0.41
H -1.099 -3.187 3.067 0.47
H -0.232 -2.896 -1.127 0.32
H 1.664 -4.433 -0.834 0.40
H -2.618 -2.859 -1.231 0.18
H -3.928 -1.799 -0.620 0.37
H -3.645 -3.407 0.130 0.46
```

Properties
- E_tot: -6221.53320 hartree
- Energy relative to the best compared isomer or geometry (same formula, charge and spin): 17.1 kJ/mol
- Gap between HOMO and LUMO: 7.3 eV
- Multiplicity: 1
- E_HOMO: -10.048 eV
- Strongest force on any atom: 0.01543 Eh/bohr
- Charge: +1